DFT (ωB97M-V/def2-TZVPD) results for the molecule ClH3Si at a distorted geometry.

Values from the calculation:
**Total energy**: -751.44853 a.u.
**Orbital gap**: 10.04 eV

Each line ends with the natural charge from an NBO analysis.
Element x y z (Å)
Si1 0.308442 -0.009507 0.020692  1.023
Cl1 2.774548 0.008191 -0.110935  -0.511
H1 0.261527 -0.949652 -0.960615  -0.184
H2 -0.612422 -0.413603 1.197319  -0.152
H3 0.235275 1.340210 -0.236956  -0.177

Cartesian forces, eV/Å:
Si 2.569 -0.503 2.464
Cl -2.705 -0.153 0.697
H -0.545 -1.595 -1.999
H 1.183 0.266 -0.607
H -0.503 1.985 -0.556